(1)
A cluster of 7 separate species, C63H133N7O7 in total in a non-equilibrium geometry, computed with wB97M-V/def2-TZVPD.

## Properties
- DFT total energy: -92243.327 eV
- Gap between HOMO and LUMO: 8.3788 eV
- ΔE to the lowest compared entry with this formula, charge and spin: 103.5 kJ/mol
- Structure (SMILES): CC1(C)CCCC(C)(C)N1O.CC1(C)CCCC(C)(C)N1O.CC1(C)CCCC(C)(C)N1O.CC1(C)CCCC(C)(C)N1O.CC1(C)CCCC(C)(C)N1O.CC1(C)CCCC(C)(C)N1O.CC1(C)CCCC(C)(C)N1O

Last column: Mulliken charge in e.
Geometry (Å):
C (-6.16, -4.53, -5.89)  -1.7380
C (-5.91, -3.20, -5.14)  1.5600
C (-6.34, -2.04, -6.04)  -2.1126
C (-6.86, -3.16, -3.92)  -1.3619
C (-6.25, -3.89, -2.73)  -0.6911
C (-4.88, -3.33, -2.43)  -1.2310
C (-3.89, -3.55, -3.57)  2.0586
C (-2.59, -2.80, -3.30)  -1.7162
C (-3.57, -5.04, -3.79)  -1.7172
N (-4.53, -3.00, -4.76)  0.5145
O (-3.66, -2.96, -5.88)  -0.4869
H (-6.48, -5.35, -5.24)  0.3321
H (-6.89, -4.42, -6.69)  0.4515
H (-5.26, -4.87, -6.41)  0.3233
H (-5.87, -2.09, -7.03)  0.4165
H (-7.42, -2.05, -6.17)  0.4634
H (-6.08, -1.08, -5.58)  0.4446
H (-7.05, -2.12, -3.65)  0.4166
H (-7.81, -3.60, -4.23)  0.4586
H (-6.87, -3.82, -1.83)  0.4156
H (-6.25, -4.96, -2.96)  0.2239
H (-4.49, -3.71, -1.48)  0.2240
H (-4.91, -2.24, -2.32)  0.4848
H (-2.33, -2.97, -2.25)  -0.1841
H (-2.76, -1.73, -3.44)  0.6818
H (-1.75, -3.16, -3.89)  0.3520
H (-3.01, -5.44, -2.95)  -0.1450
H (-3.02, -5.12, -4.73)  0.5856
H (-4.45, -5.67, -3.94)  0.2674
H (-3.37, -2.05, -5.90)  0.3285
C (6.08, 2.98, 1.47)  -2.3326
C (6.31, 3.51, 2.92)  2.2772
C (6.06, 5.03, 2.90)  -1.7069
C (5.31, 2.82, 3.83)  -1.6521
C (5.64, 1.36, 4.10)  -0.1096
C (7.04, 1.25, 4.70)  -1.4733
C (8.13, 1.93, 3.87)  1.7752
C (9.36, 2.16, 4.74)  -1.8839
C (8.54, 0.99, 2.72)  -1.8520
N (7.67, 3.25, 3.41)  0.0080
O (8.63, 3.84, 2.55)  -0.4602
H (5.11, 3.32, 1.11)  0.6537
H (6.86, 3.39, 0.82)  0.5032
H (6.17, 1.91, 1.32)  0.2294
H (6.96, 5.61, 3.06)  0.3558
H (5.72, 5.34, 1.91)  0.3279
H (5.27, 5.28, 3.61)  0.3644
H (5.22, 3.33, 4.79)  0.4152
H (4.31, 2.86, 3.37)  0.5606
H (4.92, 1.02, 4.85)  0.4062
H (5.47, 0.76, 3.21)  0.0279
H (7.30, 0.19, 4.73)  0.4674
H (7.02, 1.59, 5.73)  0.3696
H (10.06, 2.84, 4.25)  0.3790
H (9.82, 1.20, 4.99)  0.3973
H (9.07, 2.54, 5.72)  0.3946
H (9.26, 1.50, 2.07)  0.4238
H (7.69, 0.66, 2.12)  0.3380
H (9.06, 0.10, 3.07)  0.4708
H (8.55, 3.37, 1.71)  0.3286
C (-0.54, -0.48, -1.04)  -1.2469
C (-0.28, -1.37, 0.19)  2.2745
C (-1.54, -2.06, 0.66)  -1.3553
C (0.71, -2.46, -0.25)  -1.1367
C (2.17, -2.08, -0.18)  -0.5583
C (2.51, -1.40, 1.14)  -1.2623
C (1.65, -0.17, 1.44)  2.0467
C (1.89, 0.25, 2.87)  -1.9911
C (2.04, 0.98, 0.48)  -1.4904
N (0.28, -0.56, 1.27)  0.2324
O (-0.66, 0.30, 1.87)  -0.0363
H (-0.94, 0.50, -0.79)  0.0070
H (0.25, -0.43, -1.79)  0.5036
H (-1.34, -0.92, -1.66)  0.0020
H (-1.37, -2.70, 1.54)  0.5255
H (-2.36, -1.38, 0.90)  0.2274
H (-1.93, -2.74, -0.10)  -0.3795
H (0.59, -3.39, 0.33)  0.3076
H (0.40, -2.80, -1.25)  0.5549
H (2.82, -2.95, -0.30)  0.5319
H (2.48, -1.41, -0.98)  -0.2775
H (3.57, -1.11, 1.13)  0.4101
H (2.41, -2.09, 1.99)  0.4343
H (2.95, 0.48, 3.04)  -0.1341
H (1.68, -0.60, 3.54)  0.5991
H (1.29, 1.08, 3.24)  0.3351
H (3.11, 1.22, 0.47)  0.2184
H (1.44, 1.85, 0.73)  0.4274
H (1.84, 0.61, -0.52)  0.1019
H (-0.85, -0.13, 2.71)  0.1827
C (-4.10, -8.05, -0.97)  -1.5321
C (-3.39, -7.91, 0.38)  1.7949
C (-4.33, -7.16, 1.34)  -2.0302
C (-3.06, -9.26, 0.99)  -1.3318
C (-1.92, -9.97, 0.28)  -0.7170
C (-0.65, -9.11, 0.26)  -1.2556
C (-0.92, -7.70, -0.26)  1.9052
C (0.21, -6.78, 0.21)  -2.2989
C (-0.93, -7.67, -1.80)  -1.1253
N (-2.14, -7.15, 0.34)  -0.0837
O (-2.38, -5.82, -0.08)  0.2750
H (-3.77, -8.92, -1.55)  0.2960
H (-5.17, -8.23, -0.84)  0.4995
H (-3.98, -7.12, -1.53)  0.0507
H (-3.76, -6.93, 2.25)  0.4623
H (-4.76, -6.27, 0.90)  0.2752
H (-5.08, -7.87, 1.68)  0.4664
H (-2.78, -9.13, 2.04)  0.3965
H (-3.95, -9.89, 1.05)  0.4021
H (-1.75, -10.89, 0.84)  0.4079
H (-2.11, -10.37, -0.73)  0.3519
H (0.11, -9.62, -0.33)  0.4134
H (-0.37, -9.03, 1.31)  0.3531
H (0.13, -6.65, 1.30)  0.4538
H (0.17, -5.77, -0.21)  0.4797
H (1.19, -7.22, 0.06)  0.4916
H (0.02, -7.30, -2.19)  0.4916
H (-1.67, -6.94, -2.16)  -0.0835
H (-1.25, -8.59, -2.29)  0.2980
H (-2.19, -5.31, 0.72)  0.1639
C (3.76, 2.89, -2.60)  -1.9607
C (3.58, 2.46, -4.05)  2.4280
C (3.70, 0.93, -4.10)  -1.7159
C (2.16, 2.85, -4.43)  -1.1410
C (1.94, 2.80, -5.95)  -0.8807
C (2.98, 3.67, -6.66)  -1.3279
C (4.45, 3.34, -6.33)  1.7216
C (4.88, 2.14, -7.18)  -1.8621
C (5.26, 4.59, -6.70)  -2.0756
N (4.55, 3.09, -4.90)  0.5870
O (5.87, 2.79, -4.49)  -0.5133
H (3.88, 3.97, -2.46)  0.4044
H (2.83, 2.68, -2.04)  -0.0124
H (4.48, 2.34, -1.99)  0.4871
H (4.75, 0.64, -4.00)  0.5060
H (3.13, 0.35, -3.37)  0.0824
H (3.41, 0.56, -5.09)  0.3295
H (1.40, 2.16, -4.06)  0.1926
H (1.92, 3.85, -4.07)  0.4145
H (2.03, 1.77, -6.29)  0.3665
H (0.99, 3.29, -6.18)  0.3773
H (2.78, 4.73, -6.44)  0.3852
H (2.84, 3.50, -7.73)  0.4722
H (5.72, 1.62, -6.71)  0.3409
H (5.18, 2.44, -8.18)  0.4716
H (4.10, 1.38, -7.29)  0.3254
H (6.34, 4.40, -6.69)  0.4189
H (5.09, 5.37, -5.96)  0.4380
H (4.97, 4.90, -7.70)  0.4342
H (6.17, 3.65, -4.16)  0.3292
C (-1.91, 3.47, 5.31)  -1.6910
C (-2.65, 2.18, 5.71)  2.4218
C (-3.86, 1.99, 4.81)  -2.1654
C (-1.78, 0.95, 5.50)  -0.8905
C (-0.68, 0.77, 6.54)  -0.6911
C (-1.28, 0.82, 7.94)  -1.1551
C (-2.20, 2.02, 8.20)  1.6110
C (-3.04, 1.74, 9.46)  -2.0183
C (-1.38, 3.29, 8.46)  -1.8522
N (-3.15, 2.13, 7.08)  0.1731
O (-4.02, 3.24, 7.28)  -0.4799
H (-1.93, 4.24, 6.08)  0.3831
H (-0.87, 3.29, 5.00)  0.2476
H (-2.40, 3.93, 4.44)  0.3512
H (-4.57, 1.30, 5.29)  0.4657
H (-4.46, 2.88, 4.64)  0.4561
H (-3.66, 1.49, 3.86)  0.2869
H (-2.40, 0.05, 5.48)  0.5815
H (-1.39, 0.96, 4.47)  -0.3471
H (-0.13, -0.14, 6.32)  0.5227
H (0.01, 1.63, 6.52)  0.2212
H (-0.45, 0.97, 8.64)  0.3993
H (-1.81, -0.09, 8.21)  0.3994
H (-3.71, 2.57, 9.68)  0.4332
H (-2.39, 1.67, 10.33)  0.4106
H (-3.58, 0.81, 9.31)  0.4355
H (-1.95, 4.22, 8.40)  0.3468
H (-0.55, 3.40, 7.76)  0.3926
H (-1.00, 3.29, 9.49)  0.4615
H (-4.87, 2.83, 7.46)  0.3543
C (-0.45, 6.53, -2.42)  -2.0623
C (-1.26, 5.29, -2.08)  1.9321
C (-1.23, 4.34, -3.28)  -1.2436
C (-0.52, 4.60, -0.91)  -1.3818
C (-1.36, 3.51, -0.27)  1.1337
C (-2.63, 4.18, 0.26)  -1.7138
C (-3.44, 4.83, -0.85)  1.9374
C (-4.18, 3.74, -1.65)  -1.7687
C (-4.54, 5.69, -0.19)  -2.0293
N (-2.57, 5.70, -1.62)  0.1193
O (-3.26, 6.50, -2.55)  -0.4610
H (-0.95, 7.13, -3.18)  0.3990
H (-0.34, 7.19, -1.56)  0.4572
H (0.54, 6.27, -2.81)  0.3294
H (-1.62, 3.34, -3.11)  0.1818
H (-1.91, 4.69, -4.07)  0.3624
H (-0.28, 4.26, -3.81)  0.0906
H (0.43, 4.21, -1.30)  0.1696
H (-0.31, 5.35, -0.15)  0.4814
H (-1.66, 2.72, -0.96)  -0.3857
H (-0.82, 3.03, 0.56)  -0.2191
H (-2.32, 4.90, 1.03)  0.3419
H (-3.21, 3.41, 0.79)  0.5465
H (-4.69, 3.06, -0.97)  0.3983
H (-3.52, 3.18, -2.31)  0.2800
H (-4.99, 4.16, -2.26)  0.4350
H (-4.95, 6.38, -0.93)  0.4344
H (-4.08, 6.40, 0.50)  0.4158
H (-5.25, 5.07, 0.34)  0.3954
H (-3.31, 5.94, -3.34)  0.3899


(2)
A cluster of 7 separate species, C30H57Br2FIN2O30S8 in total in a non-equilibrium geometry, computed with wB97M-V/def2-TZVPD.

## Properties
- DFT total energy: -333993.461 eV
- Gap between HOMO and LUMO: 7.5746 eV
- Net charge: +1

Last column: Mulliken charge in e.
Geometry (Å):
C (4.22, 5.30, 4.20)  -0.8921
C (4.94, 3.83, 4.15)  -0.0592
C (4.77, 3.02, 2.77)  -1.1207
I (6.03, 4.17, 1.42)  0.2447
C (3.22, 2.68, 2.31)  1.9069
C (2.57, 3.96, 1.49)  -0.7147
C (2.31, 3.86, -0.07)  0.5665
C (3.50, 4.33, -1.08)  -0.5211
S (2.75, 4.13, -2.81)  1.0089
O (2.90, 2.62, -3.11)  -0.6449
O (1.25, 4.41, -2.85)  -0.2812
O (3.59, 5.03, -3.96)  -0.4747
O (2.48, 2.80, 3.58)  -0.4850
C (2.26, 1.67, 4.37)  1.1727
F (0.81, 1.51, 4.63)  -0.3157
C (2.76, 1.76, 5.95)  -0.8001
O (2.03, 0.69, 6.67)  -0.0829
O (2.95, 0.11, 7.48)  -0.4705
C (2.98, 0.36, 3.82)  -1.9075
N (2.73, 0.04, 2.33)  1.7364
C (3.80, -1.07, 2.19)  -1.1578
C (3.68, -1.99, 0.87)  -0.6103
C (5.11, -2.24, 0.10)  -0.6347
C (4.75, -2.41, -1.48)  -0.3600
N (5.97, -2.72, -2.32)  -0.6594
C (1.39, -0.60, 2.33)  0.0673
Br (1.05, -2.54, 2.88)  -0.0024
C (0.09, -0.01, 2.04)  0.0800
C (-1.33, -0.84, 2.07)  -1.3410
Br (-0.18, 1.89, 1.63)  -0.0649
C (3.05, 1.25, 1.55)  -1.3140
S (4.51, 1.18, 0.31)  -0.1429
H (4.59, 6.02, 3.38)  0.2518
H (4.51, 5.79, 5.22)  0.4236
H (3.05, 5.21, 4.24)  0.1205
H (4.82, 3.22, 5.12)  0.1589
H (6.08, 4.12, 4.18)  0.4800
H (5.30, 1.99, 2.93)  0.2661
H (3.16, 4.95, 1.69)  0.1956
H (1.52, 4.21, 1.95)  -0.0036
H (1.48, 4.66, -0.29)  -0.7706
H (1.87, 2.90, -0.52)  0.2311
H (3.75, 5.43, -0.87)  0.3396
H (4.42, 3.64, -1.09)  0.2837
H (4.39, 4.48, -4.20)  0.3864
H (3.88, 1.50, 6.00)  0.4210
H (2.49, 2.78, 6.43)  0.2909
H (3.50, -0.50, 6.93)  0.2938
H (4.10, 0.43, 4.08)  0.5323
H (2.57, -0.55, 4.43)  0.6965
H (4.88, -0.64, 2.36)  0.4204
H (3.75, -1.81, 3.10)  0.6658
H (3.03, -1.40, 0.09)  0.1354
H (3.23, -3.04, 1.03)  0.5386
H (5.86, -1.40, 0.32)  0.3602
H (5.48, -3.29, 0.45)  0.3264
H (4.04, -3.34, -1.62)  0.2604
H (4.19, -1.51, -1.93)  0.2218
H (6.60, -1.90, -2.15)  0.2414
H (5.65, -2.65, -3.32)  0.2801
H (-1.27, -1.73, 1.31)  0.1895
H (-1.53, -1.24, 3.13)  0.3471
H (-2.23, -0.20, 1.73)  0.4098
H (2.24, 1.24, 0.70)  0.4450
H (4.19, 0.28, -0.71)  0.0360
C (-1.06, 5.88, -0.30)  -0.1233
C (-1.71, 7.22, -0.01)  -0.4906
O (-2.79, 6.93, 0.88)  -0.3243
S (-2.37, 5.65, 1.81)  1.0677
O (-1.88, 6.15, 3.06)  -0.5496
O (-3.41, 4.67, 1.71)  -0.5559
O (-1.10, 5.16, 0.93)  -0.1340
H (-1.63, 5.32, -1.05)  0.2019
H (-0.03, 5.99, -0.65)  0.1708
H (-2.08, 7.72, -0.91)  0.3455
H (-1.02, 7.89, 0.51)  0.3463
C (-2.55, 2.83, 7.20)  -0.2777
C (-2.86, 1.93, 8.39)  -0.3767
O (-1.73, 1.07, 8.51)  -0.3356
S (-0.40, 1.87, 8.02)  1.0487
O (0.26, 2.38, 9.19)  -0.6583
O (0.27, 1.08, 7.03)  -0.3171
O (-1.15, 3.10, 7.29)  -0.3143
H (-2.74, 2.31, 6.26)  0.2170
H (-3.13, 3.76, 7.23)  0.3292
H (-3.78, 1.35, 8.25)  0.3251
H (-2.94, 2.51, 9.32)  0.3082
C (-1.97, 5.00, -6.92)  -0.3887
C (-2.68, 5.24, -5.59)  -0.3331
O (-2.08, 4.33, -4.67)  -0.3261
S (-0.52, 4.12, -5.08)  1.2117
O (0.29, 4.98, -4.26)  -0.5287
O (-0.27, 2.71, -5.21)  -0.6067
O (-0.60, 4.77, -6.57)  -0.3265
H (-2.35, 4.11, -7.42)  0.2999
H (-2.05, 5.86, -7.59)  0.3112
H (-3.75, 5.07, -5.66)  0.3149
H (-2.50, 6.26, -5.22)  0.2770
C (-3.52, -1.95, -1.58)  -0.3739
C (-3.94, -3.22, -2.31)  -0.4255
O (-3.02, -4.22, -1.88)  -0.2403
S (-2.58, -3.91, -0.35)  1.0994
O (-3.38, -4.72, 0.52)  -0.5861
O (-1.15, -3.89, -0.29)  -0.5200
O (-3.13, -2.39, -0.27)  -0.2672
H (-2.66, -1.49, -2.06)  0.2936
H (-4.33, -1.23, -1.51)  0.3278
H (-3.91, -3.10, -3.40)  0.3553
H (-4.95, -3.53, -2.01)  0.3103
C (-3.19, -8.08, -2.78)  -0.3515
C (-1.94, -7.44, -3.36)  -0.1967
O (-1.79, -8.02, -4.66)  -0.3589
S (-3.26, -8.35, -5.26)  1.3763
O (-3.63, -7.27, -6.14)  -0.6224
O (-3.24, -9.72, -5.67)  -0.4866
O (-4.10, -8.20, -3.88)  -0.2751
H (-2.98, -9.09, -2.40)  0.2902
H (-3.64, -7.48, -1.99)  0.2935
H (-1.06, -7.62, -2.75)  0.3284
H (-2.07, -6.36, -3.49)  0.1678
C (-7.99, -9.14, -7.81)  -0.3188
C (-8.32, -10.04, -6.63)  -0.3530
O (-7.22, -10.94, -6.53)  -0.3358
S (-5.86, -10.16, -7.00)  0.9965
O (-5.19, -9.68, -5.82)  -0.4335
O (-5.21, -10.95, -8.00)  -0.5798
O (-6.58, -8.90, -7.72)  -0.3081
H (-8.19, -9.64, -8.76)  0.2898
H (-8.54, -8.19, -7.77)  0.3098
H (-9.25, -10.60, -6.78)  0.3191
H (-8.39, -9.47, -5.70)  0.2664


(3)
The ion C7H7O6 with charge -1 in a non-equilibrium geometry, computed with wB97M-V/def2-TZVPD.

## Properties
- DFT total energy: -19658.095 eV
- Gap between HOMO and LUMO: 8.4116 eV
- ΔE to the lowest compared entry with this formula, charge and spin: 0.0 kJ/mol
- Net charge: -1

Last column: natural (NBO) charge in e.
Geometry (Å):
C (1.30, -0.41, -1.08)  0.7839
C (1.28, 0.22, 1.27)  0.6934
C (0.40, 1.80, -0.25)  0.7340
C (0.11, 0.57, -0.92)  -0.3051
C (-0.13, -0.29, 0.99)  0.4256
C (-1.10, 0.52, -1.81)  -0.6198
C (-0.33, -1.84, 1.02)  -0.6986
O (1.20, 1.58, 0.88)  -0.5426
O (1.44, -1.12, -2.07)  -0.6698
O (1.74, -0.02, 2.40)  -0.7266
O (-0.11, 2.90, -0.39)  -0.6403
O (2.03, -0.48, -0.03)  -0.5771
O (-1.27, 0.26, 1.54)  -0.6996
H (-1.60, -0.45, -1.66)  0.2061
H (-0.84, 0.62, -2.79)  0.2165
H (-1.71, 1.40, -1.50)  0.2236
H (-1.12, -2.16, 1.71)  0.2240
H (0.72, -2.30, 1.22)  0.2622
H (-0.81, -2.02, 0.02)  0.2240
H (-1.21, 1.22, 1.45)  0.4860


Number 1: lowest unoccupied orbital energy 0.3040 eV. Number 2: lowest unoccupied orbital energy -3.1370 eV. Number 3: lowest unoccupied orbital energy 3.4906 eV.